# C34H45Cl2N2OP3Zr

A molecular structure, C34H45Cl2N2OP3Zr at a distorted geometry (ωB97M-V with the def2-TZVPD basis set, the Open Molecules 2025 dataset).

Summary:
HOMO: -13.987 eV
2S+1: 1
net charge: +2
energy: -95195.693 eV
HOMO-LUMO gap: 7.72 eV

Each line ends with the Mulliken charge.
Atoms and positions in Å:
H 2.5685 -1.6927 1.6765  0.357
N -0.9579 1.8892 0.7022  0.946
H 0.9734 -3.2758 -5.7478  0.483
H 0.1738 4.0689 3.7671  0.310
H -2.8757 1.4260 -1.2135  -0.225
C -1.7384 -0.8340 -0.4931  -0.198
H -2.3377 -1.3115 0.2784  0.395
H 3.0419 -0.9947 -1.5134  0.345
H -0.5578 -3.5787 -0.0197  0.326
H 5.0008 1.0513 -7.2221  0.453
H 1.7506 1.4513 -2.1740  -0.004
C -0.0681 4.8211 -6.4689  -0.712
C -3.3090 -2.5665 -3.8517  -1.212
C -1.2184 -0.2107 -2.7675  0.696
H 0.8151 -4.3621 -0.8275  0.515
O -1.8561 0.7194 -3.6668  -0.815
Cl -0.3694 -0.7683 2.3030  -0.456
H -0.8150 -0.9698 -3.4436  0.396
H -4.2098 -3.0855 -4.1692  0.490
H -0.7183 5.4415 3.0011  0.320
C -2.1222 2.5505 0.4511  0.287
H 2.8463 -3.3073 0.9778  0.480
C 2.0976 -2.5535 1.2125  -1.303
H -4.6069 -2.0855 -0.2232  0.463
H 6.3566 2.5430 -5.7902  0.430
H -2.5285 -3.2928 -3.6438  0.405
C 0.8723 1.1131 -2.7026  -1.234
H 2.6837 0.5280 -6.6150  0.394
H -0.2489 -3.2645 -1.7301  0.115
N -0.3786 2.4881 1.7323  -0.490
C 2.7053 1.7270 -4.8257  0.516
C -1.4978 4.6805 -4.5406  -0.864
H 0.5093 2.1701 2.1761  0.197
H -0.7367 -3.0113 -7.5156  0.464
C -0.0536 0.4017 -1.9987  0.860
C 5.3337 2.3169 -5.5224  -0.549
C -0.9534 -0.9008 -7.2003  -0.741
C -4.9332 -0.4003 -2.8339  -1.287
C 4.7777 2.8669 -4.3762  -0.947
H -2.9744 -1.9124 -4.6523  0.256
C 0.9649 -1.2044 -5.2175  -0.579
H 5.3645 3.5210 -3.7469  0.438
H -2.2785 5.0972 -3.9191  0.460
C -0.5408 0.2037 -6.4695  -0.418
C 2.5529 -1.9642 -1.5563  -1.058
C 0.5405 3.6290 -6.1115  -0.688
C 0.5437 -2.3038 -5.9468  -0.761
C 0.1126 2.9473 -4.9739  0.705
H -5.1097 0.2861 -2.0102  0.375
H 2.1145 -2.0847 -2.5426  0.040
C -2.2496 3.5940 1.3585  -1.655
H -5.2377 -3.1366 -1.4947  0.454
C -2.1619 -0.8302 -1.7866  -0.906
H 1.3471 3.2377 -6.7163  0.509
H -3.0680 4.2965 1.4482  0.466
C -3.1720 2.2376 -0.5565  -0.418
C -1.1314 3.5170 2.1502  0.675
H -3.3551 3.1298 -1.1877  0.369
P -3.6311 -1.5777 -2.3656  1.531
H -0.9765 1.1716 -6.6597  0.435
H 1.3676 -2.9573 1.9064  0.399
C 0.2206 -3.4530 -0.7674  -1.150
C -0.8976 3.4827 -4.1835  0.046
C 0.4195 0.0546 -5.4729  0.068
H -1.1918 2.9682 -3.2810  0.146
C 3.2631 1.1867 -5.9841  -0.030
C 4.5736 1.4802 -6.3264  -0.857
C 3.4678 2.5804 -4.0277  -0.736
H 1.7221 -1.3205 -4.4555  0.575
H -5.8588 -0.9198 -3.0726  0.502
P 1.2332 -2.0055 -0.2945  1.494
H -1.5549 6.2818 -5.9655  0.427
H 3.2867 -2.7501 -1.3905  0.566
H -3.6226 -3.4246 -0.8220  0.418
H -1.6912 -0.7791 -7.9817  0.460
H -1.5854 4.2858 4.0968  0.307
C -0.7948 4.3829 3.3228  -1.199
H -4.5978 0.1632 -3.6990  0.329
H -4.1133 1.9639 -0.0317  0.409
Zr 0.0000 0.0000 0.0000  0.305
C -0.4166 -2.1538 -6.9393  -0.695
H 0.2614 5.3466 -7.3543  0.431
Cl 2.1754 1.1439 0.2346  -0.490
P 0.9577 1.4365 -4.4284  2.451
C -4.3412 -2.6614 -1.1048  -1.412
H -1.1566 1.0945 -4.2174  -0.457
C -1.0890 5.3467 -5.6870  -0.624
H 3.0548 3.0255 -3.1343  0.483

Atoms 1-2, force components in eV/Å:
H 0.11 0.07 0.07
N -1.34 -0.17 -1.46

# C34H45ClIN5O5P2V

A molecular structure, C34H45ClIN5O5P2V (ωB97M-V with the def2-TZVPD basis set, the Open Molecules 2025 dataset).

Summary:
HOMO (spin up / spin down): -10.810 / -10.810 eV
2S+1: 3
net charge: +1
energy: -118563.850 eV
HOMO-LUMO gap (spin up / spin down): 7.97 / 8.26 eV
energy relative to the best compared isomer or geometry (same formula, charge and spin): 0.000 eV

Each line ends with the Mulliken charge.
Atoms and positions in Å:
V -0.4239 1.1588 2.0283  0.559
H 2.1838 5.6131 1.6988  0.365
H -1.7005 -3.8783 -1.2916  0.508
N 1.0598 -1.4541 2.3090  -0.134
H 0.3755 -3.2086 0.0334  0.407
H 1.8657 -3.3507 -4.0266  0.265
C 0.8242 -3.4349 -2.0999  2.269
H -1.0293 -4.7392 -3.6543  0.627
C -0.6548 4.2533 0.4044  0.169
H 0.1893 -5.6080 -5.5799  0.512
I 0.9597 0.5274 9.7975  0.127
C -0.5964 -1.4230 -3.0001  -2.555
Cl 4.3199 -4.1416 -7.6211  -0.207
H 2.7811 -1.7782 -7.3142  0.422
H -0.2249 3.6066 4.9941  0.353
H -0.7552 -1.4132 3.1434  0.390
H -0.7704 -1.5850 1.5090  0.079
H 2.2949 2.6828 4.1536  0.372
N 0.8916 0.2449 -2.0000  -0.958
C 1.9839 -3.0048 -3.0033  -1.883
P -1.8098 2.8897 0.7706  1.179
O 3.1252 -0.7213 1.7165  -0.663
P 0.5003 3.3628 2.7378  1.854
H -1.6040 -1.1776 -3.3359  0.422
H -2.3331 -3.5954 -3.5122  0.389
H 1.9520 7.0204 -0.3015  0.426
C 1.9856 -0.4528 1.9998  0.275
H -3.1340 3.2478 -1.2400  0.587
C 0.4907 0.6488 6.8148  -0.927
H 0.0387 5.2064 4.2600  0.450
C -2.4779 1.1014 4.4722  -0.405
O 1.4913 0.7627 2.1147  -0.228
C -0.3638 4.2076 4.0927  -1.136
H -1.4302 4.2767 3.8972  0.184
C -2.2616 0.9936 6.9442  -0.882
H 2.1207 -1.9214 -3.0081  0.297
H 1.3119 -2.4018 2.0769  0.309
N -0.2424 -0.4851 -1.9384  1.251
H -1.6027 4.9262 -1.4080  0.374
H 0.8293 -5.4164 -3.0353  0.420
H 1.7395 1.4918 -0.5314  0.541
C 2.7393 -3.8868 -6.9589  0.380
C 0.2160 -3.4770 -5.8601  0.143
C 2.0144 -4.9703 -6.4831  -0.971
H -1.7076 2.2471 -1.5759  0.454
C -1.5276 0.8735 8.1122  -0.452
H 0.5353 -1.4124 -6.3462  0.393
H -2.0247 0.9110 9.0719  0.394
C -1.2688 -3.6805 -3.7436  -1.504
C -0.2532 0.7729 5.6509  0.052
O -1.8029 1.1500 3.3427  0.005
C -3.2641 3.6172 1.5813  -1.226
H -1.8768 -3.8339 -5.7623  0.506
H -1.7977 -0.7466 -0.5245  0.636
H 1.6985 -5.3164 -1.5142  0.475
H 2.0875 -3.4085 -0.3578  0.575
H 0.2699 0.7151 4.7015  0.901
H -3.3349 1.1273 6.9734  0.510
H 2.8476 2.9140 2.4983  0.483
C 0.9308 0.8492 -0.8390  -1.144
H -0.0567 -5.3681 -1.5024  0.353
C 2.2249 3.3359 3.2837  -1.737
C 0.8091 -4.9692 -2.0415  -1.889
C 0.1528 6.0617 -0.9678  -0.807
C -0.7817 5.0675 -0.7164  -0.634
C -0.8648 -0.2759 -0.7840  -1.098
O -3.6807 1.1839 4.5259  -0.668
H 2.9066 -3.4425 -2.6157  0.541
H 1.5617 0.5041 6.7616  0.451
H -3.5578 4.5384 1.0769  0.418
C 0.4175 4.4552 1.2891  0.113
C 1.1562 -2.9381 -0.6800  -1.971
H 1.3372 -1.8639 -0.6321  0.309
C -0.1501 0.7038 8.0447  -0.150
C 2.2102 -2.6086 -6.9214  -0.919
H -3.1219 1.5560 -0.7466  0.429
C 1.3479 5.4551 1.0293  -0.857
C -0.5775 -2.8984 -2.5864  1.638
C -1.1269 -3.2557 -5.2167  -1.368
O -1.5049 -2.9531 -1.4782  -0.641
C 0.7569 -4.7577 -5.9436  0.257
C 0.9494 -2.4150 -6.3737  0.051
H -1.4232 -2.2131 -5.3484  0.356
H 2.4351 -5.9650 -6.5435  0.429
C -1.6324 0.9501 5.7052  0.514
H 0.0987 -1.2358 -3.8130  0.501
H 0.0523 6.6851 -1.8467  0.428
N -0.3069 -1.1129 2.2820  -0.468
H 2.5730 4.3290 3.5671  0.541
N -0.1435 0.5580 -0.0478  1.742
H -4.0818 2.8966 1.5318  0.422
C 1.2185 6.2515 -0.0994  -0.723
C -2.5018 2.4460 -0.8576  -1.800
H -3.0760 3.8182 2.6321  0.224

Atoms 1-2, force components in eV/Å:
V -0.23 -0.23 0.11
H -0.01 0.00 0.00

# C34H46AlNO2SeSi2

A molecular structure, C34H46AlNO2SeSi2 (ωB97M-V with the def2-TZVPD basis set, the Open Molecules 2025 dataset).

Summary:
HOMO: -7.096 eV
2S+1: 1
net charge: 0
energy: -129296.853 eV
HOMO-LUMO gap: 7.41 eV
energy relative to the best compared isomer or geometry (same formula, charge and spin): 0.000 eV

Each line ends with the Mulliken charge.
Atoms and positions in Å:
H 5.7714 -2.9526 -2.8249  0.403
C 5.3502 -0.6462 -0.3841  -0.675
O -1.6899 0.0225 0.8210  0.154
C 1.5307 -4.4846 0.3126  -0.461
H -1.0027 0.8059 4.7741  0.351
C 0.9318 1.3102 2.3224  3.659
C 1.0141 -3.2005 0.5067  0.256
C -0.7733 -3.6622 -3.7890  -0.600
Se -0.3158 2.5047 -1.1741  -0.573
H 1.8174 -0.7121 2.1815  0.159
H -1.0060 -0.3345 3.4356  0.111
C 0.0133 -1.5404 -4.5963  -0.746
H 3.4784 -0.1268 0.5128  0.215
C -0.3639 1.6514 2.9035  -0.057
C 3.2267 -1.6532 -0.9761  0.651
C 0.5869 -2.2585 -2.3486  0.798
H -4.3503 -2.4325 -1.3659  0.372
C -0.1082 -4.0261 2.4975  -0.940
C 0.7220 5.0016 1.6636  -2.011
C -2.3283 -1.0092 0.5295  -0.369
H -1.2011 -2.8900 -5.7450  0.390
H -4.1285 3.7317 -2.8023  0.328
C -1.2065 0.7052 3.7033  -1.524
Al -0.0537 0.9153 0.5607  -0.890
H 3.1050 3.7847 1.1559  0.446
C -3.1446 3.2557 -2.7698  -1.117
H -3.2579 2.2135 -3.0750  0.242
H 1.6441 -6.5086 1.0117  0.422
H 2.8152 0.4918 2.9718  0.319
H -2.2739 0.8837 3.5564  0.342
H -2.0566 4.5751 2.5438  0.415
H 0.9562 5.0658 0.5982  0.290
C -0.5775 3.0079 2.7300  0.602
C 1.7841 0.1603 2.8358  -1.436
H -2.6467 3.1139 3.3267  0.354
C -3.5268 2.4968 0.1542  -0.560
H 2.1871 -4.6793 -0.5299  0.424
H -3.2223 5.7212 -0.9012  0.380
H -3.7787 1.4945 -0.1983  0.099
H -2.5051 3.7467 -3.5057  0.300
H 5.9136 0.0618 0.2111  0.427
C 5.9986 -1.4411 -1.3189  -0.552
C -3.4074 -2.6435 -0.8605  -0.840
H 0.1732 -6.1032 2.9589  0.392
C -1.7773 3.7641 3.2169  -1.744
H -0.1835 -1.9980 1.8205  -0.202
H 1.4276 -0.1781 3.8110  0.314
C 1.2298 -5.5228 1.1821  -0.768
H -3.0629 2.4068 1.1373  -0.182
H 1.5193 5.5103 2.2120  0.430
H -1.4615 5.6847 -1.0838  0.283
H -2.6734 -1.6593 1.3385  0.313
H -1.6236 0.1190 -1.6899  -0.233
C 0.4044 -5.2957 2.2758  -0.640
C 0.5724 3.5741 2.0975  0.220
H -0.7335 -3.8363 3.3618  0.456
H -3.2979 -0.1538 -2.2215  0.449
H -1.3215 -4.5834 -3.9470  0.422
H 3.3357 -3.1256 -2.5436  0.359
N -2.6640 -1.4062 -0.6742  0.389
C 5.2699 -2.3381 -2.0877  -0.763
H 0.0712 -0.7973 -5.3817  0.436
C 3.8961 -2.4374 -1.9182  -0.419
Si -2.4040 3.3886 -1.0521  0.923
C -2.3792 -0.6378 -1.8829  -0.462
H -2.1919 5.3347 0.4804  0.178
C -2.3094 5.2032 -0.5953  -0.995
H -2.0214 -1.3181 -2.6539  0.150
H -1.5888 4.2140 4.1960  0.357
H -3.6103 -3.1068 0.1024  0.312
H 2.8218 2.3569 0.1726  0.170
C 2.8226 2.7329 1.2010  -1.270
H -4.4583 3.0603 0.2612  0.558
C -0.1337 -3.4315 -2.5749  -0.625
C 1.4925 2.5725 1.8698  -0.429
C -0.7038 -2.7141 -4.7993  -0.548
H 1.1967 -0.3938 -3.2351  0.316
H 7.0697 -1.3573 -1.4533  0.368
H 3.6132 2.2021 1.7400  0.309
H -0.2001 -4.1799 -1.7918  0.472
Si 1.3855 -1.8117 -0.7052  -0.456
C 3.9773 -0.7554 -0.2153  -0.193
C 0.1973 -2.9937 1.6191  0.977
C 0.6524 -1.3208 -3.3855  -0.170
H -2.8199 -3.3263 -1.4735  0.201
H -0.1941 5.5683 1.8299  0.453
O 0.7642 -0.4297 -0.1735  0.337

Atoms 1-2, force components in eV/Å:
H 0.00 0.00 0.00
C -0.01 0.01 0.01